No. 1
Entry from OMol25: the molecule C5H15NSi in a non-equilibrium geometry (ωB97M-V with the def2-TZVPD basis set).

```
22
Properties=species:S:1:pos:R:3:forces:R:3
C -1.864 0.483 1.095 -2.951 2.790 -0.594
C -1.985 -1.185 -0.710 0.359 0.470 -1.481
C 2.583 -1.207 0.608 -0.586 -0.036 0.118
C 1.242 2.107 -0.376 -0.911 -2.532 0.492
C -1.505 0.201 -0.323 1.355 0.032 -0.412
N 1.212 -0.764 0.287 -0.206 -1.902 0.356
Si 0.457 0.338 -0.721 -1.497 2.230 -1.012
H -1.443 -0.131 1.799 1.120 -1.694 1.649
H -1.710 1.522 1.406 0.591 -0.022 -0.103
H -2.991 0.451 1.204 0.925 -0.491 -0.026
H -1.540 -1.941 -0.116 0.315 -0.857 0.907
H -1.559 -1.320 -1.694 -0.174 -0.580 -0.639
H -3.056 -1.384 -0.790 -0.035 0.404 0.300
H 3.286 -1.229 -0.237 -0.357 0.258 -0.083
H 2.943 -0.443 1.337 0.301 -1.258 -0.082
H 2.523 -2.295 0.931 0.309 1.605 0.275
H 1.103 2.718 -1.197 -0.001 1.292 -1.856
H 1.006 2.682 0.487 -1.004 0.124 0.946
H 2.265 1.910 -0.197 1.521 -0.238 -0.355
H -1.991 0.935 -0.980 0.140 -0.031 0.048
H 0.510 -1.482 0.481 0.618 0.082 0.145
H 0.514 0.036 -2.292 0.167 0.354 1.406
```
Positions in Å, forces in eV/Å.

Summary:
HOMO-LUMO gap, eV: 9.916
Energy above the lowest of the compared OMol25 structures with the same formula, charge and spin, kJ/mol: 56.7
LUMO energy, eV: 0.9


No. 2
Entry from OMol25: a 2-piece molecular cluster, C5H15OPSi overall in a non-equilibrium geometry (ωB97M-V with the def2-TZVPD basis set).

```
23
Properties=species:S:1:pos:R:3:forces:R:3
C 1.951 -2.883 -0.697 2.985 2.702 1.362
C 1.485 0.199 0.519 -0.788 1.154 0.037
C 3.320 -2.089 2.057 -0.736 0.071 2.480
C -2.712 0.431 -0.557 -0.794 0.903 -1.531
C -2.005 2.973 -0.046 1.375 1.128 -0.385
O -3.537 2.313 -2.177 -0.047 -2.496 3.136
Si 2.359 -1.370 0.622 2.168 -3.706 -1.122
P -2.051 1.891 -1.526 0.092 -0.514 0.681
H 1.663 -3.805 -0.267 -0.730 -0.688 0.490
H 1.240 -2.325 -1.253 -0.631 -0.400 -1.386
H 3.002 -3.009 -1.140 -1.850 0.207 0.054
H 0.671 0.197 -0.198 -0.334 0.519 0.343
H -3.514 2.910 -2.854 0.369 2.312 -2.819
H 1.991 1.143 0.771 -0.455 -0.446 -0.341
H 3.206 -3.028 2.639 -0.900 -0.177 -1.001
H 4.348 -2.153 1.798 1.020 0.303 -0.508
H 3.270 -1.432 2.943 0.227 0.481 -0.430
H -1.998 -0.123 0.013 0.765 -0.433 -0.152
H -3.486 0.726 0.166 -0.083 0.099 -0.506
H -3.127 -0.096 -1.435 -0.097 -0.601 0.966
H -1.694 2.364 0.825 -0.265 0.599 -0.372
H -1.340 3.899 -0.165 -0.950 -1.319 0.240
H -3.044 3.266 -0.039 -0.341 0.303 0.764
```
Positions in Å, forces in eV/Å.

Summary:
HOMO-LUMO gap (alpha / beta), eV: 6.199 / 7.345
Energy above the lowest of the compared OMol25 structures with the same formula, charge and spin, kJ/mol: 125.8
Multiplicity: 3
LUMO energy (alpha / beta), eV: 0.7 / -1.5


No. 3
Entry from OMol25: a 2-piece molecular cluster, C5H16BNO3 overall in a non-equilibrium geometry (ωB97M-V with the def2-TZVPD basis set).

```
26
Properties=species:S:1:pos:R:3:forces:R:3
C -2.818 -1.571 -0.367 0.563 0.266 0.702
C -1.877 -0.414 -0.064 -0.209 -0.671 -0.689
O -0.863 -0.922 0.766 -0.380 0.381 0.346
C 0.151 0.066 1.085 1.750 0.125 0.509
N 1.410 -0.178 0.521 -0.577 -0.391 -0.482
B 1.508 0.168 -0.853 0.136 -0.174 0.974
O 1.800 -0.845 -1.783 -0.479 0.239 -0.539
C 1.286 1.670 -1.364 0.169 -0.728 -1.003
C 1.140 1.757 -2.897 -0.036 0.419 0.864
H -3.233 -1.899 0.580 -0.417 -0.137 0.061
H -2.201 -2.385 -0.726 -0.075 -0.239 -0.368
H -3.591 -1.298 -1.072 -0.180 -0.039 -0.137
H -1.461 -0.088 -1.022 0.192 0.361 -0.019
H -2.419 0.417 0.390 0.024 0.188 0.128
H -0.224 1.090 0.920 -0.551 -0.083 -0.244
H 0.335 -0.052 2.143 -0.871 0.279 0.739
H 1.274 -1.605 -1.491 0.718 0.035 0.184
H 2.125 2.272 -1.021 0.087 0.194 0.066
H 0.381 2.095 -0.938 -0.103 0.097 0.420
H 0.995 2.798 -3.177 0.116 0.102 -0.381
H 2.007 1.330 -3.382 0.127 -0.010 -0.288
H 0.259 1.205 -3.199 -0.139 -0.208 -0.230
O 0.883 -0.750 4.165 0.279 -0.154 0.196
H 1.485 -1.043 3.426 -0.164 0.196 -0.539
H 1.368 -0.352 4.914 0.030 -0.071 -0.087
H 0.278 -1.465 4.449 -0.010 0.023 -0.181
```
Positions in Å, forces in eV/Å.

Summary:
HOMO-LUMO gap, eV: 3.737
LUMO energy, eV: -2.1


No. 4
Entry from OMol25: an isolated ion of composition C5H16ClN2Si and charge +1 in a non-equilibrium geometry (ωB97M-V with the def2-TZVPD basis set).

```
25
Properties=species:S:1:pos:R:3:forces:R:3
C 1.145 1.944 -0.276 -1.596 0.223 -2.137
C 0.847 0.658 -2.170 -2.628 -4.244 -1.651
C -1.597 0.588 1.094 0.454 -0.265 1.327
C -1.841 -1.556 0.306 -0.866 -3.848 -0.749
C 0.674 -0.440 -0.039 -0.955 -3.585 -3.598
N 1.029 0.597 -0.805 1.741 0.389 2.275
N -1.147 -0.322 0.102 1.831 -1.947 1.893
Si 1.654 -0.949 1.531 -0.980 -1.797 -1.232
Cl 3.593 -1.244 1.075 0.187 0.394 -0.102
H 0.101 2.407 -0.401 1.557 -0.022 0.346
H 1.446 1.915 0.723 0.572 0.384 1.511
H 1.844 2.425 -0.981 -0.209 0.413 0.963
H -0.188 0.965 -2.356 -0.055 0.100 -0.722
H 1.493 1.265 -2.651 2.048 2.395 -1.279
H 1.049 -0.357 -2.644 -0.609 1.054 0.579
H -1.400 0.434 2.137 0.569 -1.597 0.535
H -1.108 1.472 1.014 0.683 3.118 -0.980
H -2.620 0.580 1.041 -2.677 0.957 -0.192
H -1.771 -1.854 1.384 0.053 0.077 -1.099
H -2.928 -1.520 0.028 0.815 0.476 0.421
H -1.469 -2.419 -0.396 -0.221 1.645 1.481
H 0.598 -1.514 -0.825 0.429 3.165 2.434
H -1.402 0.012 -0.776 -0.262 0.938 -1.948
H 1.139 -2.386 1.643 0.042 1.142 0.665
H 1.357 0.163 2.362 0.077 0.436 1.257
```
Positions in Å, forces in eV/Å.

Summary:
Charge: +1
HOMO-LUMO gap, eV: 10.079
Energy above the lowest of the compared OMol25 structures with the same formula, charge and spin, kJ/mol: 0.0
LUMO energy, eV: -3.0


No. 5
Entry from OMol25: a 5-piece molecular cluster, C5H16F6N2O7S2 overall in a non-equilibrium geometry (ωB97M-V with the def2-TZVPD basis set).

```
38
Properties=species:S:1:pos:R:3:forces:R:3
N -0.711 0.676 0.596 -0.565 -0.154 0.083
H 0.289 0.812 0.947 -0.499 0.071 -0.418
H -1.256 0.078 1.249 0.423 0.287 -0.355
H -0.700 0.199 -0.315 0.247 0.007 -0.001
H -1.270 1.538 0.479 0.503 -0.340 0.082
C 1.873 3.790 1.298 -0.023 -0.903 0.164
F 2.087 4.904 0.640 0.093 0.484 -0.487
F 2.405 3.901 2.500 -0.007 -0.137 0.299
F 0.540 3.626 1.429 -0.003 -0.120 -0.057
S 2.658 2.361 0.354 -1.326 0.215 -0.159
O 2.153 2.535 -0.992 0.079 -0.595 1.207
O 4.058 2.530 0.618 -0.767 -0.391 -0.027
N 1.859 0.995 1.170 1.040 3.267 -1.049
S 3.050 0.052 1.502 2.961 -2.797 -0.491
O 3.751 -0.349 0.293 -0.482 0.086 0.592
O 3.876 0.416 2.622 -0.870 -0.265 0.001
C 2.180 -1.579 1.972 -0.317 0.504 0.939
F 2.931 -2.661 1.798 0.076 0.633 -0.164
F 1.837 -1.533 3.281 0.022 -0.005 -0.294
F 1.041 -1.753 1.282 -0.058 0.076 -0.250
O -2.597 2.648 0.507 -0.299 0.568 0.206
H -3.542 2.769 0.370 0.047 -0.094 -0.081
H -2.317 3.434 0.995 0.025 -0.042 -0.089
O -2.192 -0.811 2.348 -0.335 -0.347 0.531
H -1.845 -0.908 3.244 0.070 0.022 -0.102
H -2.969 -1.381 2.322 0.036 0.044 -0.068
C -1.254 -3.162 -1.952 0.528 0.046 0.311
C -0.950 -1.848 -2.673 -1.041 -0.376 -0.047
C -1.790 -1.736 -3.958 0.827 -0.695 0.221
O -1.342 -0.801 -1.757 0.207 -0.067 -0.099
H -0.751 -3.194 -0.982 0.338 0.052 -0.148
H -0.915 -4.020 -2.531 -0.274 -0.083 0.017
H -2.312 -3.240 -1.681 -0.153 -0.113 -0.531
H 0.118 -1.782 -2.875 -0.025 0.296 0.074
H -2.847 -1.766 -3.696 -0.041 0.254 -0.108
H -1.579 -2.626 -4.558 -0.087 -0.002 -0.070
H -1.524 -0.885 -4.581 -0.188 0.232 0.248
H -2.047 -1.231 -1.261 -0.160 0.380 0.118
```
Positions in Å, forces in eV/Å.

Summary:
HOMO-LUMO gap, eV: 8.885
LUMO energy, eV: -0.5


No. 6
Entry from OMol25: C5H16MnNO as an isolated structure in a non-equilibrium geometry (ωB97M-V with the def2-TZVPD basis set).

```
24
Properties=species:S:1:pos:R:3:forces:R:3
C -1.297 1.915 -1.113 -0.087 0.620 -0.175
Mn -0.175 0.430 -1.751 -0.927 -0.228 1.111
N 0.915 -1.260 -2.347 0.403 -0.691 -0.311
H -0.600 0.806 -3.198 -0.353 -0.287 -0.128
H 1.908 -1.019 -2.333 -0.099 -0.123 -0.179
H -1.493 0.172 -2.641 1.121 0.300 -0.007
H -1.752 2.314 -2.023 -0.188 0.289 0.421
H -0.690 2.699 -0.629 0.046 -0.236 -0.325
H -2.063 1.617 -0.392 -0.015 -0.181 -0.204
H 0.838 -2.091 -1.749 -0.037 0.331 -0.260
H 0.683 -1.570 -3.297 0.186 0.139 0.312
C 0.595 0.197 2.592 0.281 -1.324 0.174
C -0.169 -1.153 2.156 -0.872 0.858 1.015
C 0.270 -1.383 0.733 0.541 1.156 -0.091
O 0.494 0.022 0.232 0.007 0.330 -0.034
C 0.449 1.061 1.355 -0.645 -0.715 -0.548
H 0.244 0.642 3.557 -0.017 -0.365 -1.066
H 1.658 -0.077 2.746 -0.457 0.265 -0.095
H -1.259 -0.938 2.154 0.578 -0.117 0.074
H -0.021 -2.012 2.845 0.192 0.659 -0.556
H 1.181 -1.978 0.651 0.473 0.499 0.198
H -0.400 -1.873 0.023 -0.631 0.291 0.471
H -0.487 1.632 1.296 -0.184 -0.821 0.098
H 1.170 1.848 1.132 0.683 -0.648 0.105
```
Positions in Å, forces in eV/Å.

Summary:
Charge: +1
HOMO-LUMO gap (alpha / beta), eV: 10.181 / 9.213
Multiplicity: 4
LUMO energy (alpha / beta), eV: -3.7 / -3.7


Number 1: calculated total energy -543.733883 a.u.. Number 2: calculated total energy -905.407769 a.u.. Number 3: calculated total energy -505.282167 a.u.. Number 4: calculated total energy -1058.980239 a.u.. Number 5: calculated total energy -2231.824488 a.u.. Number 6: calculated total energy -1480.736927 a.u..